1.
Entry from OMol25: a single C6H7NO2 molecule in a non-equilibrium geometry (the ωB97M-V functional and the def2-TZVPD basis).

```
16
Properties=species:S:1:pos:R:3:nbo_charge:R:1
C -0.37 -0.33 -1.44 -0.406
C -0.37 0.68 -0.61 0.348
C 0.58 -1.86 1.05 0.617
C -0.56 -1.68 -0.70 -0.127
C -0.84 -1.32 0.73 -0.105
C 0.08 2.58 0.75 -0.229
N 0.69 -2.20 -0.29 -0.632
O 1.34 -1.94 2.00 -0.574
O -0.62 1.94 -0.36 -0.482
H -0.04 -0.29 -2.60 0.216
H -1.16 -2.53 -1.26 0.212
H -1.68 -1.47 1.30 0.189
H 0.94 3.05 0.43 0.184
H 0.20 1.75 1.49 0.200
H -0.43 3.38 1.05 0.189
H 1.49 -2.31 -0.92 0.401
```

Output
LUMO energy (spin up / spin down) (eV): 0.903 / -1.396
Energy relative to the best compared isomer or geometry (same formula, charge and spin) (kJ/mol): 193.5
E_tot (eV): -11913.1557
Highest occupied orbital energy (spin up / spin down) (eV): -6.839 / -9.283
<S²>: 2.010
Multiplicity: 3


2.
Entry from OMol25: 2 unconnected molecules or ions with the total composition C6H7NO2S in a non-equilibrium geometry (the ωB97M-V functional and the def2-TZVPD basis).

```
17
Properties=species:S:1:pos:R:3:nbo_charge:R:1
C -0.17 -2.09 -0.15 -0.575
C -0.77 -0.84 -0.14 0.225
C 1.68 -0.71 1.07 -0.203
C 2.96 1.30 -0.37 1.039
C -2.22 -0.76 -0.59 -0.635
C -0.10 1.59 0.60 -0.428
N -0.07 0.13 0.44 -0.422
O 3.14 1.98 0.55 -0.519
O 2.72 0.75 -1.35 -0.519
S 1.50 -2.19 0.34 0.486
H -0.74 -2.92 -0.51 0.228
H -2.67 -0.29 0.30 0.234
H -2.25 -0.06 -1.54 0.224
H -2.53 -1.69 -0.93 0.228
H 0.89 1.84 0.87 0.234
H -0.62 2.20 -0.09 0.210
H -0.75 1.75 1.51 0.193
```

Output
LUMO energy (spin up / spin down) (eV): 0.044 / 0.045
Energy relative to the best compared isomer or geometry (same formula, charge and spin) (kJ/mol): 433.9
E_tot (eV): -22751.4052
Highest occupied orbital energy (spin up / spin down) (eV): -8.027 / -8.027


3.
Entry from OMol25: a single C6H7NO2S molecule in a non-equilibrium geometry (the ωB97M-V functional and the def2-TZVPD basis).

```
17
Properties=species:S:1:pos:R:3:nbo_charge:R:1
C -0.01 0.09 0.30 -0.395
C 0.84 1.19 0.32 -0.161
C 0.39 2.38 1.19 -0.193
C -0.52 2.19 2.20 -0.252
C -1.16 0.90 2.29 -0.203
C -0.94 -0.20 1.39 -0.198
H 1.17 -2.58 0.07 0.391
H 2.36 -2.10 -1.34 0.443
H 1.45 1.44 -0.58 0.253
H 0.72 3.44 0.76 0.232
H -0.73 3.41 2.50 0.259
H -1.79 0.50 3.16 0.233
H -1.61 -1.10 1.28 0.261
N 1.22 -2.04 -0.84 -1.154
O -1.16 -1.56 -1.30 -0.904
O 0.81 -0.24 -2.19 -0.938
S 0.07 -0.85 -1.14 2.325
```

Output
LUMO energy (eV): 0.024
SMILES: NS(=O)(=O)c1ccccc1
Energy relative to the best compared isomer or geometry (same formula, charge and spin) (kJ/mol): 422.9
E_tot (eV): -22751.5199
Highest occupied orbital energy (eV): -9.624


4.
Entry from OMol25: a single C6H7NO2S2 molecule in a non-equilibrium geometry (the ωB97M-V functional and the def2-TZVPD basis).

```
18
Properties=species:S:1:pos:R:3:nbo_charge:R:1
C -3.43 0.67 -0.21 -0.264
C -2.18 1.04 0.40 -0.247
C -3.57 -0.68 -0.30 -0.436
C -1.45 -0.04 0.89 -0.441
C 1.19 -1.61 -0.21 0.762
C 1.33 -0.14 0.09 -0.217
N 2.63 0.43 0.20 -0.818
O 1.71 -2.38 0.79 -0.692
O 0.44 -2.07 -1.06 -0.542
S -2.19 -1.46 0.30 0.541
S 0.17 -0.03 1.63 0.164
H -4.10 1.42 -0.54 0.224
H -1.96 2.01 0.84 0.225
H -4.46 -1.12 -0.80 0.255
H 0.85 0.49 -0.67 0.238
H 1.96 -1.98 1.59 0.490
H 3.27 0.14 1.01 0.373
H 2.54 1.51 0.24 0.386
```

Output
LUMO energy (eV): 0.239
SMILES: N[C@H](Sc1cccs1)C(=O)O
Energy relative to the best compared isomer or geometry (same formula, charge and spin) (kJ/mol): 0.0
E_tot (eV): -33589.9132
Highest occupied orbital energy (eV): -8.962


5.
Entry from OMol25: a single C6H7NO4 molecule in a non-equilibrium geometry (the ωB97M-V functional and the def2-TZVPD basis).

```
18
Properties=species:S:1:pos:R:3:nbo_charge:R:1
C 0.95 1.29 -0.30 -0.139
C 0.50 1.13 1.12 -0.213
C 1.81 0.41 -0.94 -0.316
C -0.56 0.36 1.47 -0.249
C 2.29 -0.88 -0.33 0.370
C -1.58 -0.34 0.70 0.406
N -1.70 -0.25 -0.63 0.299
O -1.37 0.89 -1.38 -0.512
O -2.29 -1.20 -1.24 -0.537
O 3.07 -1.62 -0.92 -0.520
O -2.13 -1.44 1.36 -0.675
H 0.64 2.17 -0.86 0.229
H 1.08 1.45 2.02 0.240
H 2.11 0.44 -2.00 0.232
H -0.64 0.21 2.52 0.231
H 1.86 -1.28 0.60 0.133
H -1.10 0.51 -2.22 0.496
H -2.95 -1.87 1.02 0.526
```

Output
LUMO energy (eV): -0.253
Energy relative to the best compared isomer or geometry (same formula, charge and spin) (kJ/mol): 552.9
E_tot (eV): -16009.6228
Highest occupied orbital energy (eV): -8.588


6.
Entry from OMol25: a single C6H7NOS molecule in a non-equilibrium geometry (the ωB97M-V functional and the def2-TZVPD basis).

```
16
Properties=species:S:1:pos:R:3:nbo_charge:R:1
C -2.41 -0.81 -1.41 -0.019
C -2.05 -1.48 -2.57 -0.502
C -0.26 -0.98 -1.06 -0.043
C 0.93 -0.68 -0.38 -0.300
C 0.88 0.42 0.90 0.182
C 1.77 1.73 2.47 -0.239
N -1.40 -0.47 -0.66 -0.474
O 2.02 0.80 1.43 -0.477
S -0.38 -1.88 -2.52 0.425
H -3.46 -0.49 -1.12 0.210
H -2.82 -1.87 -3.28 0.245
H 1.90 -1.04 -0.77 0.218
H -0.07 1.00 0.89 0.204
H 2.74 2.42 2.35 0.201
H 1.79 1.21 3.40 0.188
H 0.85 2.13 2.30 0.182
```

Output
LUMO energy (spin up / spin down) (eV): 0.408 / -0.197
SMILES: CO/C=C/c1nccs1
Energy relative to the best compared isomer or geometry (same formula, charge and spin) (kJ/mol): 288.4
E_tot (eV): -20704.3329
Highest occupied orbital energy (spin up / spin down) (eV): -7.127 / -7.131


7.
Entry from OMol25: a single C6H7NS molecule in a non-equilibrium geometry (the ωB97M-V functional and the def2-TZVPD basis).

```
15
Properties=species:S:1:pos:R:3:nbo_charge:R:1
C 0.10 1.30 0.01 -0.125
C 0.55 0.10 -0.38 -0.062
C -0.32 -0.95 0.18 0.173
C -1.49 -0.23 0.90 -0.085
C -1.16 1.22 0.86 -0.544
C 1.74 -0.17 -1.25 -0.644
N -0.07 -2.18 0.02 -0.556
S -2.69 -1.08 1.61 0.085
H 0.59 2.32 -0.19 0.221
H -0.86 1.43 1.86 0.255
H -2.00 1.67 0.35 0.253
H 1.65 -0.45 -2.25 0.231
H 2.41 -0.92 -0.81 0.232
H 2.44 0.61 -1.25 0.218
H -0.90 -2.67 0.35 0.346
```

Output
LUMO energy (eV): -1.013
SMILES: [H]/N=C1\C(=S)CC=C1C
Energy relative to the best compared isomer or geometry (same formula, charge and spin) (kJ/mol): 162.0
E_tot (eV): -18659.0696
Highest occupied orbital energy (eV): -9.066


8.
Entry from OMol25: a molecular structure, C6H7NaO6 in a non-equilibrium geometry (the ωB97M-V functional and the def2-TZVPD basis).

```
20
Properties=species:S:1:pos:R:3:nbo_charge:R:1
C -0.32 1.36 1.14 -0.204
C 0.20 1.46 -0.07 0.026
O -0.22 2.47 -0.95 -0.473
C -0.94 2.08 -1.99 1.017
O -1.33 0.95 -2.18 -0.744
O -1.14 3.10 -2.80 -0.620
H -1.13 1.96 1.55 0.234
H 1.00 0.83 -0.46 0.202
H -1.62 2.81 -3.58 0.518
C 0.46 0.10 2.32 -0.470
C 1.04 -1.04 1.71 0.148
O 0.27 -1.64 0.72 -0.556
C 0.73 -2.71 0.06 0.974
O 1.73 -3.32 0.31 -0.549
O -0.12 -2.93 -0.94 -0.729
Na -1.48 -0.91 -0.91 0.968
H 1.15 0.63 2.98 0.264
H -0.50 -0.14 2.82 0.237
H 2.09 -1.32 1.72 0.220
H 0.14 -3.71 -1.45 0.537
```

Output
Charge: +1
LUMO energy (spin up / spin down) (eV): -3.506 / -3.883
E_tot (eV): -23030.0484
Highest occupied orbital energy (spin up / spin down) (eV): -11.726 / -14.225
<S²>: 0.758
Multiplicity: 2


9.
Entry from OMol25: 2 unconnected molecules or ions with the total composition C6H7O2 in a non-equilibrium geometry (the ωB97M-V functional and the def2-TZVPD basis).

```
15
Properties=species:S:1:pos:R:3:nbo_charge:R:1
C 0.21 0.75 -0.94 -0.164
C -0.07 1.23 0.25 -0.354
C 0.63 -1.62 3.14 1.034
C -0.08 -0.28 -2.05 -0.514
C 1.01 0.78 -2.23 -0.459
C -1.07 0.63 1.19 -0.669
O 1.06 -0.61 3.56 -0.502
O 0.21 -2.70 2.92 -0.537
H 0.32 -1.24 -1.99 0.173
H -0.94 -0.27 -2.67 0.175
H 0.75 1.43 -2.99 0.170
H 2.08 0.58 -2.43 0.172
H -1.65 -0.30 0.72 0.107
H -1.78 1.45 1.48 0.196
H -0.69 0.18 2.06 0.173
```

Output
Charge: -1
LUMO energy (eV): 3.091
Energy relative to the best compared isomer or geometry (same formula, charge and spin) (kJ/mol): 323.7
E_tot (eV): -10427.1844
Highest occupied orbital energy (eV): -1.339


10.
Entry from OMol25: 2 unconnected molecules or ions with the total composition C6H7O2SSi in a non-equilibrium geometry (the ωB97M-V functional and the def2-TZVPD basis).

```
17
Properties=species:S:1:pos:R:3:nbo_charge:R:1
C 0.04 1.84 0.02 -0.280
C 1.28 1.69 -0.78 -0.219
C -0.50 0.71 0.63 -0.220
C 1.91 0.44 -0.76 -0.230
C 0.08 -0.54 0.60 -0.265
C 1.27 -0.65 -0.07 -0.394
O -4.17 1.12 0.29 -0.850
O -4.17 -1.36 0.48 -0.840
Si 2.05 -2.28 0.12 0.180
S -3.54 -0.15 -0.13 1.560
H -0.52 2.73 -0.04 0.191
H 1.56 2.65 -1.13 0.194
H -1.42 0.88 1.09 0.176
H 2.88 0.19 -1.10 0.206
H -0.36 -1.37 1.08 0.209
H 1.15 -3.04 0.81 -0.218
H 2.46 -2.86 -1.11 -0.202
```

Output
Charge: -1
LUMO energy (spin up / spin down) (eV): 1.588 / 0.952
Energy relative to the best compared isomer or geometry (same formula, charge and spin) (kJ/mol): 216.1
E_tot (eV): -29141.0137
Highest occupied orbital energy (spin up / spin down) (eV): -1.744 / -1.272